(1)
C2H2FLiO as an isolated structure. Source: the OMol25 dataset; level of theory: ωB97M-V with the def2-TZVPD basis set.

Summary:
HOMO-LUMO gap, eV: 9.60
Energy above the lowest of the compared OMol25 structures with the same formula, charge and spin, eV: 0.0000
HOMO level, eV: -9.7

Last column: Mulliken charge in e.
CARTESIAN COORDINATES (ANGSTROEM)
1 C 1.05354 -1.66533 1.04919  -0.81
2 C 0.51408 -0.51286 0.75578  0.75
3 O 0.10899 0.57501 0.57795  -0.45
4 H 2.12652 -1.71544 1.23318  0.25
5 H 0.40639 -2.52648 1.21491  0.24
6 F -1.64032 1.25336 -2.16956  -0.90
7 Li -0.83886 1.71756 -0.75332  0.91



(2)
C16H23N7OS5Ti as an isolated structure. Source: the OMol25 dataset; level of theory: ωB97M-V with the def2-TZVPD basis set.

Summary:
HOMO-LUMO gap (alpha / beta), eV: 5.99 / 6.03
Energy above the lowest of the compared OMol25 structures with the same formula, charge and spin, eV: 0.0000
HOMO level (alpha / beta), eV: -6.1 / -6.1

Last column: Mulliken charge in e.
CARTESIAN COORDINATES (ANGSTROEM)
1 Ti -0.09891 0.00943 0.44571  0.35
2 N -4.59198 0.63441 0.80014  -0.47
3 C -3.25161 0.34620 0.85358  0.58
4 S -2.14841 1.53727 0.26396  -0.53
5 N -2.87472 -0.83292 1.24696  -1.55
6 N -1.54291 -1.04743 1.23199  1.16
7 C -1.12215 -2.18982 1.77174  -0.98
8 C 0.25962 -2.29251 2.00713  0.76
9 C 0.89383 -3.35851 2.67346  -1.10
10 C 2.23536 -3.26694 2.96222  -0.16
11 C 2.93187 -2.11151 2.59453  -1.06
12 C 2.25951 -1.11512 1.91382  0.14
13 N 0.97012 -1.19406 1.59341  0.45
14 H -4.80679 1.61947 0.80071  0.26
15 H -5.18399 0.06566 1.38865  0.26
16 H -1.83270 -2.92250 2.14151  0.32
17 H 0.30899 -4.21978 2.95774  0.40
18 H 2.74294 -4.06565 3.47899  0.43
19 H 3.97683 -1.99284 2.82646  0.43
20 H 2.78589 -0.21909 1.60341  0.34
21 N -3.02764 -0.43094 -1.94392  -0.62
22 C -2.96522 -0.90866 -3.31889  -0.05
23 C -2.26120 0.15370 -4.17544  -1.13
24 C -0.80389 0.33600 -3.74910  0.13
25 N -0.77055 0.87751 -2.37289  0.59
26 C -0.05374 -0.99316 -3.77200  -1.16
27 C -0.73119 -2.09532 -2.94727  -0.02
28 N -0.60077 -1.85138 -1.50205  -0.21
29 C -2.19870 -2.23088 -3.36337  -1.55
30 H -3.68045 0.33962 -1.84292  0.35
31 H -1.56228 0.34673 -1.84522  -0.12
32 H -3.31284 -1.15937 -1.29747  0.21
33 H -3.96730 -1.08277 -3.74953  0.31
34 H -2.79444 1.10167 -4.08606  0.41
35 H -2.29886 -0.15048 -5.22157  0.49
36 H -0.30370 1.03586 -4.42920  0.32
37 H -0.95675 1.88282 -2.31656  0.57
38 H 0.16634 0.66870 -1.88809  -0.42
39 H 0.96000 -0.83820 -3.40129  0.30
40 H 0.01800 -1.33549 -4.80288  0.55
41 H -0.22789 -3.04051 -3.20876  0.40
42 H 0.35106 -2.09860 -1.22282  0.37
43 H -1.22234 -2.48657 -1.00374  0.22
44 H -2.69709 -2.95748 -2.71700  0.44
45 H -2.23097 -2.61665 -4.38257  0.50
46 O 6.16858 2.94780 -0.09481  -0.57
47 C 5.05866 2.50428 -0.11980  0.60
48 S 3.68314 3.23559 0.71239  -0.16
49 C 2.46787 2.04643 0.22030  0.33
50 C 2.91041 1.05234 -0.58014  0.00
51 S 1.87294 -0.18972 -1.18135  -0.63
52 S 4.61800 1.03152 -0.99709  -0.14
53 S 0.82815 2.21953 0.72253  -0.34



(3)
C22H23AsN4O7S2V as an isolated structure. Source: the OMol25 dataset; level of theory: ωB97M-V with the def2-TZVPD basis set.

Summary:
Spin multiplicity: 4
HOMO-LUMO gap (alpha / beta), eV: 4.31 / 4.70
Energy above the lowest of the compared OMol25 structures with the same formula, charge and spin, eV: 2.2744
Net charge: -2
HOMO level (alpha / beta), eV: -0.4 / -0.8

Last column: Mulliken spin population.
CARTESIAN COORDINATES (ANGSTROEM)
1 V 0.01916 -0.07051 0.07989  2.59
2 O -5.85827 -0.44457 1.32591  0.02
3 C -4.50210 -0.47610 1.06155  0.14
4 C -3.55872 -0.66543 2.05813  -0.07
5 C -2.21661 -0.68308 1.71972  0.19
6 N -1.82965 -0.52171 0.42510  -0.04
7 C -2.75496 -0.31775 -0.54994  0.13
8 C -4.09336 -0.30628 -0.27275  -0.03
9 C -2.08646 -0.11970 -1.90949  -0.04
10 O -2.76244 -0.26138 -2.92922  0.03
11 O -0.84486 0.14810 -1.80310  0.00
12 C -1.05992 -0.92405 2.65706  0.02
13 O -1.28912 -1.20555 3.84125  0.04
14 O 0.07828 -0.86490 2.07599  -0.01
15 H -5.96969 -0.53217 2.27751  0.00
16 H -3.83182 -0.79988 3.09996  -0.01
17 H -4.80911 -0.15576 -1.06980  0.00
18 S 2.29947 0.83123 0.11055  -0.02
19 C 2.49083 1.15794 -1.61124  0.00
20 C 3.02363 0.16074 -2.41907  0.02
21 C 3.22935 0.31995 -3.78831  0.00
22 C 3.79874 -0.74644 -4.55280  0.00
23 N 4.26936 -1.61543 -5.14921  0.00
24 C 2.87352 1.54935 -4.36916  0.00
25 C 2.33455 2.54958 -3.58162  -0.01
26 C 2.12519 2.42026 -2.18875  0.01
27 S 1.47340 3.75771 -1.31555  0.00
28 C 3.07326 1.79103 -5.77347  0.00
29 N 3.24175 2.00024 -6.89402  0.00
30 H 3.27347 -0.78512 -1.95623  0.00
31 H 2.05540 3.48788 -4.04228  0.00
32 C -1.58264 4.49464 2.75230  0.00
33 N -0.70554 3.47676 2.21420  0.01
34 C 0.45732 3.05220 2.98412  0.00
35 C -1.07562 2.71026 1.16629  -0.01
36 C -2.24904 3.12867 0.32459  0.01
37 O -0.43121 1.70902 0.89339  -0.01
38 H -1.14176 4.87233 3.67245  0.00
39 H -2.57495 4.10128 2.99093  0.00
40 H -1.70020 5.33532 2.06485  0.00
41 H 0.92737 3.93476 3.41860  0.00
42 H 1.16117 2.56346 2.31251  0.00
43 H 0.17932 2.35012 3.77597  0.00
44 H -2.27065 4.20606 0.16416  0.00
45 H -3.18264 2.81909 0.80288  0.00
46 H -2.15512 2.62505 -0.63434  0.00
47 C 0.14635 -3.97407 1.48414  0.01
48 As -0.02016 -3.29567 -0.30199  0.00
49 C 0.81964 -4.62946 -1.40185  0.00
50 C -1.87672 -3.41893 -0.78616  0.01
51 O 0.78096 -1.88307 -0.63173  0.01
52 H -0.35843 -4.94052 1.52598  0.00
53 H -0.27503 -3.27820 2.20498  0.00
54 H 1.20891 -4.09012 1.69122  0.00
55 H 0.46517 -5.63098 -1.15884  0.00
56 H 1.89571 -4.55764 -1.25387  0.00
57 H 0.59930 -4.39328 -2.44197  0.00
58 H -2.07977 -4.46843 -1.00352  0.00
59 H -2.05302 -2.81215 -1.67406  0.00
60 H -2.51246 -3.06727 0.02348  0.00



Number 1: F_max 1.1 eV/A. Number 2: F_max 2.1 eV/A. Number 3: F_max 1.7 eV/A.